(1)
DFT (the ωB97M-V functional and the def2-TZVPD basis) results for a structure of composition C14H24Cl2F12N2O12S4Zn.

The HOMO energy comes out at -10.20 eV. The HOMO-LUMO gap comes out at 9.8857 eV. Its electronic energy is -191864.429 eV. Its spin multiplicity is 1. Its molecular weight is 904.89 g/mol. As for the charge: 0. The LUMO energy comes out at -0.31 eV.

Each line ends with the Löwdin charge.
Positions of all 71 atoms, in Å:
Zn  -0.009  -0.499  -1.028  0.73
C  3.539  1.427  -0.793  -0.66
F  3.330  0.559  0.175  0.14
F  4.276  2.394  -0.315  0.19
F  4.203  0.844  -1.782  0.15
S  1.836  2.076  -1.567  0.79
O  1.036  2.504  -0.412  -0.31
O  2.153  3.204  -2.473  -0.26
N  1.070  0.572  -2.224  -0.33
S  1.330  0.812  -3.713  0.57
O  0.234  1.568  -4.332  -0.29
O  2.679  1.218  -4.102  -0.29
C  1.105  -0.980  -4.521  -0.64
F  0.171  -1.592  -3.771  0.08
F  0.671  -0.883  -5.748  0.19
F  2.222  -1.673  -4.410  0.16
C  -2.033  -3.389  0.996  -0.60
F  -3.044  -4.275  0.950  0.16
F  -2.412  -2.190  1.352  0.16
F  -1.007  -3.686  1.832  0.12
S  -1.285  -3.320  -0.806  0.74
O  -1.315  -4.686  -1.345  -0.25
O  -2.120  -2.420  -1.587  -0.31
N  0.195  -2.382  -0.596  -0.34
S  1.258  -3.535  -0.736  0.62
O  1.091  -4.650  0.168  -0.26
O  1.351  -3.858  -2.199  -0.31
C  2.942  -2.640  -0.310  -0.55
F  3.929  -3.529  -0.421  0.16
F  3.154  -1.560  -1.104  0.10
F  2.840  -2.216  1.000  0.09
C  0.251  -0.170  1.996  -0.06
O  -0.331  0.176  0.786  -0.27
C  -1.497  0.917  1.062  -0.15
C  -2.093  1.458  -0.268  -0.12
O  -1.832  0.415  -1.208  -0.27
C  -2.522  0.595  -2.442  -0.05
H  -0.211  -1.082  2.373  0.10
H  0.208  0.626  2.740  0.11
H  1.305  -0.367  1.800  0.09
H  -1.452  1.770  1.740  0.15
H  -2.234  0.216  1.453  0.13
H  -1.629  2.407  -0.538  0.13
H  -3.157  1.575  -0.063  0.14
H  -2.130  -0.070  -3.212  0.08
H  -2.557  1.643  -2.740  0.11
H  -3.571  0.344  -2.288  0.10
C  -0.667  2.851  6.890  -0.12
O  0.437  2.772  6.023  -0.17
C  0.787  4.001  5.445  -0.22
C  2.044  3.809  4.591  -0.19
O  1.677  2.918  3.568  -0.20
C  2.686  2.611  2.641  -0.10
H  -0.600  3.518  7.749  0.08
H  -0.792  1.905  7.417  0.09
H  -1.546  3.183  6.338  0.09
H  0.914  4.798  6.177  0.12
H  -0.055  4.383  4.867  0.12
H  2.891  3.425  5.159  0.13
H  2.280  4.774  4.141  0.12
H  3.573  2.136  3.062  0.10
H  2.893  3.584  2.196  0.10
H  2.300  1.923  1.890  0.05
Cl  -5.639  -4.000  -4.711  0.51
C  -4.083  -3.510  -3.907  -0.66
C  -2.959  -3.166  -4.849  -0.63
Cl  -3.362  -1.673  -5.760  0.54
H  -3.750  -4.323  -3.263  0.07
H  -4.270  -2.699  -3.204  0.06
H  -2.644  -3.938  -5.551  0.08
H  -2.052  -2.951  -4.284  0.04

---

(2)
DFT (the ωB97M-V functional and the def2-TZVPD basis) results for the ion C13H19N2O2S with charge +1.

The HOMO energy comes out at -12.28 eV. The HOMO-LUMO gap comes out at 7.8679 eV. Its electronic energy is -31691.893 eV. Its spin multiplicity is 1. Its molecular weight is 267.37 g/mol. As for the charge: +1. The LUMO energy comes out at -4.41 eV.

Each line ends with the Löwdin charge.
Positions of all 37 atoms, in Å:
C  0.862  3.804  -2.460  -0.07
C  0.311  2.444  -2.138  -0.29
O  -1.030  2.383  -2.606  -0.13
C  -1.842  1.455  -1.929  -0.18
C  -1.316  0.035  -1.932  -0.16
O  -0.628  -0.250  -0.716  -0.14
C  -0.348  -1.613  -0.573  -0.22
C  0.470  -1.709  0.740  -0.52
C  -0.311  -1.026  1.846  -0.22
C  -1.629  -1.415  2.093  -0.01
C  -2.331  -0.769  3.104  -0.11
N  -1.842  0.193  3.877  0.09
C  -0.587  0.560  3.649  -0.11
C  0.202  -0.015  2.657  0.00
C  1.861  -1.110  0.436  -0.10
N  2.833  -2.192  0.360  0.04
C  2.418  -3.364  0.713  -0.34
S  0.806  -3.470  1.148  1.18
H  0.284  4.563  -1.945  0.08
H  0.832  3.993  -3.527  0.08
H  1.895  3.891  -2.133  0.08
H  0.896  1.673  -2.648  0.11
H  0.353  2.242  -1.067  0.11
H  -2.787  1.450  -2.461  0.13
H  -2.051  1.794  -0.912  0.14
H  -2.159  -0.651  -2.024  0.13
H  -0.663  -0.105  -2.794  0.14
H  -1.278  -2.178  -0.504  0.13
H  0.250  -1.956  -1.420  0.14
H  -2.105  -2.198  1.526  0.11
H  -3.355  -1.059  3.282  0.11
H  -0.171  1.339  4.266  0.11
H  1.205  0.351  2.529  0.10
H  1.852  -0.490  -0.453  0.14
H  2.209  -0.446  1.223  0.12
H  3.774  -1.976  0.067  0.18
H  3.124  -4.178  0.726  0.12

---

(3)
DFT (the ωB97M-V functional and the def2-TZVPD basis) results for a structure of composition C41H28N5O2RuS.

The calculation puts the energy above the lowest of the compared OMol25 structures with the same formula, charge and spin at 58.1 kcal/mol. The HOMO energy (alpha / beta) comes out at -7.24 / -7.22 eV. The expectation value of S² is 0.790. The HOMO-LUMO gap (alpha / beta) comes out at 6.0096 / 5.6909 eV. Its electronic energy is -67933.877 eV. Its spin multiplicity is 2. Its molecular weight is 755.85 g/mol. As for the charge: 0. The LUMO energy (alpha / beta) comes out at -1.23 / -1.53 eV.

Each line ends with the Löwdin spin population.
Positions of all 78 atoms, in Å:
Ru  -0.315  0.560  -0.275  0.12
O  5.724  -0.376  3.063  0.00
C  5.523  0.403  2.116  0.00
O  6.215  1.298  1.607  0.00
C  4.109  0.294  1.519  0.00
C  3.840  0.629  0.205  0.00
C  2.555  0.527  -0.278  0.00
N  1.520  0.082  0.471  0.00
C  1.781  -0.316  1.733  0.00
C  3.059  -0.185  2.271  0.00
C  0.758  -1.087  2.509  0.00
C  1.174  -1.759  3.662  0.00
C  0.471  -2.822  4.179  0.00
C  -0.668  -3.248  3.515  0.00
C  -1.139  -2.454  2.503  0.01
N  -0.499  -1.348  2.066  0.04
C  2.201  1.018  -1.633  0.00
C  3.148  1.312  -2.602  0.00
C  2.738  1.866  -3.802  0.00
C  1.388  2.096  -4.007  0.00
C  0.500  1.740  -3.010  0.00
N  0.895  1.222  -1.842  0.01
H  4.647  1.034  -0.390  0.00
H  3.315  -0.488  3.273  0.00
H  2.101  -1.473  4.126  0.00
H  0.828  -3.335  5.062  0.00
H  -1.216  -4.130  3.809  0.00
H  -2.086  -2.652  2.030  0.00
H  4.191  1.097  -2.423  0.00
H  3.461  2.104  -4.571  0.00
H  1.020  2.525  -4.928  0.00
H  -0.568  1.851  -3.149  0.00
N  -2.119  1.430  -1.023  0.00
C  -2.863  0.960  -2.185  0.00
C  -3.963  1.740  -2.538  0.00
C  -4.822  1.371  -3.550  0.00
C  -4.582  0.167  -4.197  0.00
C  -3.485  -0.596  -3.852  0.00
C  -2.546  -0.220  -2.870  0.00
C  -1.370  -1.126  -2.620  0.00
C  -1.093  -2.095  -3.601  0.00
C  -0.182  -3.113  -3.400  0.00
C  0.479  -3.184  -2.181  0.00
C  0.291  -2.174  -1.254  0.00
C  -0.579  -1.080  -1.448  0.00
H  -2.762  1.383  -0.234  0.00
H  -1.913  2.420  -1.143  0.00
H  -4.144  2.655  -1.983  0.00
H  -5.670  1.990  -3.809  0.00
H  -5.258  -0.189  -4.963  0.00
H  -3.362  -1.543  -4.353  0.00
H  -1.581  -2.048  -4.565  0.00
H  0.002  -3.840  -4.180  0.00
H  1.169  -3.995  -1.975  0.00
H  0.877  -2.216  -0.342  0.00
S  -0.352  3.059  3.605  0.01
C  0.722  3.957  2.580  0.02
C  1.439  5.113  2.872  0.00
C  2.229  5.653  1.878  0.02
C  2.301  5.055  0.614  0.00
C  1.588  3.910  0.325  0.01
C  0.790  3.350  1.322  0.00
N  0.006  2.212  1.196  0.07
C  -0.634  1.944  2.301  0.01
C  -1.596  0.861  2.323  0.21
C  -2.813  1.019  2.977  0.00
C  -3.922  0.282  2.599  0.21
C  -3.829  -0.588  1.476  0.01
C  -2.626  -0.876  0.916  0.14
C  -1.369  -0.278  1.384  0.11
H  1.381  5.571  3.851  0.00
H  2.799  6.550  2.078  0.00
H  2.933  5.492  -0.148  0.00
H  1.643  3.447  -0.651  0.00
H  -2.922  1.817  3.705  0.00
H  -4.870  0.427  3.098  0.01
H  -4.729  -1.038  1.074  0.00
H  -2.565  -1.588  0.100  0.01

---

(4)
DFT (the ωB97M-V functional and the def2-TZVPD basis) results for a structure of composition C20H28AuBrN4O3.

The HOMO energy comes out at -12.34 eV. The HOMO-LUMO gap comes out at 7.2185 eV. Its electronic energy is -107018.030 eV. Its spin multiplicity is 1. Its molecular weight is 649.34 g/mol. As for the charge: +2. The LUMO energy comes out at -5.12 eV.

Each line ends with the Löwdin charge.
Positions of all 57 atoms, in Å:
Au  0.511  -1.450  -0.401  0.85
C  4.021  -2.047  0.599  -0.06
O  2.955  -1.150  0.306  -0.18
C  3.244  0.174  0.178  -0.21
C  4.527  0.657  0.099  -0.04
C  4.751  2.031  -0.007  -0.67
Br  6.528  2.667  -0.132  0.79
C  3.702  2.902  -0.016  -0.08
C  2.379  2.422  0.045  -0.07
C  2.110  1.033  0.113  -0.26
O  0.872  0.572  0.135  -0.24
C  1.297  3.370  0.034  -0.16
N  0.001  3.045  0.021  0.21
C  -0.782  4.190  0.007  -0.15
C  -2.153  4.393  -0.023  -0.01
C  -2.594  5.703  -0.036  -0.06
C  -1.698  6.777  -0.019  -0.06
C  -0.330  6.580  0.004  0.01
C  0.110  5.265  0.013  -0.15
N  1.385  4.711  0.029  0.21
H  4.567  -1.723  1.488  0.11
H  4.714  -2.135  -0.240  0.10
H  3.557  -3.010  0.796  0.09
H  5.375  -0.012  0.118  0.11
H  3.899  3.964  -0.085  0.10
H  -0.240  2.056  0.040  0.14
H  -2.847  3.563  -0.040  0.11
H  -3.657  5.899  -0.061  0.11
H  -2.090  7.784  -0.024  0.12
H  0.361  7.411  0.012  0.12
H  2.238  5.242  0.046  0.17
N  -4.659  -3.124  0.869  0.06
C  -4.104  -2.133  1.851  -0.09
C  -2.596  -2.006  1.624  -0.19
N  -2.256  -1.639  0.255  -0.10
C  -2.841  -2.571  -0.701  -0.20
C  -4.356  -2.720  -0.544  -0.09
H  -5.665  -3.236  1.001  0.19
H  -4.232  -4.036  1.049  0.19
H  -4.326  -2.472  2.862  0.14
H  -4.609  -1.183  1.678  0.14
H  -2.114  -2.963  1.847  0.13
H  -2.191  -1.270  2.316  0.14
H  -2.532  -0.684  0.058  0.12
H  -2.357  -3.541  -0.558  0.12
H  -2.622  -2.241  -1.716  0.13
H  -4.750  -3.474  -1.224  0.14
H  -4.862  -1.774  -0.734  0.14
C  2.423  -4.602  -1.727  -0.06
C  1.139  -4.580  -0.929  -0.26
O  0.276  -3.469  -1.307  -0.21
H  3.061  -5.401  -1.350  0.10
H  2.958  -3.657  -1.630  0.07
H  2.230  -4.799  -2.782  0.09
H  1.335  -4.461  0.135  0.11
H  0.575  -5.501  -1.081  0.12
H  0.361  -3.349  -2.262  0.10